Record 1
Below is the molecule C21H29N3O3S, with properties calculated with the ωB97M-V functional and the def2-TZVPD basis.

The geometry in XYZ format:
```
57
Properties=species:S:1:pos:R:3
C -1.30 -8.50 0.62
C -2.08 -7.19 0.70
O -2.03 -6.59 1.98
C -0.84 -5.90 2.29
C -0.79 -4.49 1.69
C 0.51 -3.78 2.05
N 0.57 -2.45 1.47
C 0.07 -1.40 2.18
S -0.59 -1.53 3.68
N 0.13 -0.17 1.60
C 0.65 0.08 0.36
C 0.68 1.37 -0.18
C 1.22 1.57 -1.44
C 1.33 2.94 -2.04
O 2.29 3.28 -2.69
N 0.26 3.73 -1.81
C 0.16 5.09 -2.30
C -1.02 5.24 -3.27
C -2.36 5.13 -2.54
C -2.45 6.15 -1.42
C -1.29 5.98 -0.44
C 0.06 6.10 -1.15
C 1.22 5.95 -0.17
C 1.75 0.50 -2.16
C 1.70 -0.78 -1.64
C 1.15 -1.00 -0.38
C 1.10 -2.35 0.18
O 1.49 -3.34 -0.40
H -1.61 -9.17 1.42
H -1.48 -8.98 -0.33
H -0.23 -8.33 0.72
H -1.73 -6.50 -0.07
H -3.14 -7.39 0.54
H -0.82 -5.83 3.38
H 0.05 -6.46 1.96
H -0.87 -4.54 0.60
H -1.64 -3.92 2.07
H 1.36 -4.35 1.65
H 0.61 -3.69 3.13
H -0.24 0.59 2.16
H 0.31 2.19 0.41
H -0.54 3.37 -1.32
H 1.10 5.26 -2.85
H -0.95 6.22 -3.75
H -0.95 4.48 -4.04
H -3.17 5.29 -3.26
H -2.49 4.12 -2.14
H -3.40 6.05 -0.89
H -2.41 7.16 -1.84
H -1.35 6.73 0.35
H -1.36 5.00 0.05
H 0.11 7.10 -1.60
H 2.17 6.01 -0.70
H 1.19 6.73 0.58
H 1.18 4.98 0.33
H 2.19 0.69 -3.13
H 2.08 -1.62 -2.19
```

Output
Electronic energy in eV: -43698.038
SMILES: CCOCCCn1c(=S)[nH]c2cc(C(=O)N[C@H]3CCCC[C@H]3C)ccc2c1=O
Frontier orbital gap in eV: 8.4
LUMO in eV: -0.237

Population analysis type Mulliken, resulting atomic charges in e:
1. C -1.108
2. C -0.124
3. O -0.375
4. C -0.500
5. C 0.073
6. C -1.628
7. N 0.138
8. C 0.182
9. S -0.351
10. N -0.086
11. C -0.363
12. C -0.545
13. C 1.093
14. C 0.189
15. O -0.656
16. N 0.035
17. C -0.628
18. C -1.119
19. C -0.559
20. C -0.722
21. C -0.633
22. C 0.353
23. C -1.624
24. C -0.852
25. C -0.876
26. C 0.486
27. C 0.736
28. O -0.667
29. H 0.272
30. H 0.389
31. H 0.289
32. H 0.227
33. H 0.317
34. H 0.263
35. H 0.260
36. H 0.235
37. H 0.189
38. H 0.376
39. H 0.529
40. H 0.323
41. H 0.490
42. H 0.299
43. H 0.555
44. H 0.411
45. H 0.375
46. H 0.345
47. H 0.314
48. H 0.361
49. H 0.322
50. H 0.368
51. H 0.155
52. H 0.425
53. H 0.423
54. H 0.491
55. H 0.158
56. H 0.485
57. H 0.484

***

Record 2
Below is the molecule C21H29N3O5S in a non-equilibrium geometry, with properties calculated with the ωB97M-V functional and the def2-TZVPD basis.

The geometry in XYZ format:
```
59
Properties=species:S:1:pos:R:3
C 6.81 2.38 -1.30
C 5.44 2.62 -0.67
O 4.75 1.44 -0.33
C 5.30 0.72 0.75
C 4.35 -0.41 1.13
C 4.15 -1.37 -0.06
N 3.33 -2.51 0.25
C 1.97 -2.55 0.35
S 1.30 -4.01 0.76
N 1.31 -1.41 0.10
C -0.05 -1.10 0.13
C -1.06 -2.05 0.03
C -2.39 -1.66 0.03
O -3.46 -2.51 -0.02
C -3.24 -3.90 -0.14
C -2.89 -4.32 -1.56
C -2.71 -0.29 0.11
N -4.06 0.05 0.10
C -4.63 1.28 0.17
O -4.04 2.34 0.25
C -6.11 1.22 0.14
C -7.02 2.25 0.20
C -8.29 1.64 0.13
C -8.07 0.30 0.05
O -6.75 0.04 0.05
C -1.69 0.66 0.20
C -0.37 0.26 0.22
O 0.70 1.11 0.33
C 0.47 2.50 0.40
C 1.82 3.17 0.62
H 7.52 1.98 -0.58
H 7.20 3.32 -1.68
H 6.72 1.68 -2.13
H 4.79 3.13 -1.38
H 5.55 3.26 0.22
H 6.28 0.30 0.48
H 5.45 1.39 1.61
H 3.39 0.02 1.42
H 4.76 -0.96 1.98
H 5.13 -1.75 -0.37
H 3.73 -0.81 -0.90
H 3.78 -3.36 0.53
H 1.87 -0.57 0.00
H -0.79 -3.08 -0.03
H -4.19 -4.35 0.15
H -2.47 -4.23 0.56
H -2.78 -5.40 -1.61
H -3.67 -4.01 -2.25
H -1.95 -3.87 -1.88
H -4.67 -0.75 0.04
H -6.79 3.29 0.27
H -9.24 2.13 0.15
H -8.74 -0.53 -0.02
H -1.98 1.69 0.26
H 0.02 2.85 -0.54
H -0.22 2.74 1.22
H 1.71 4.25 0.56
H 2.53 2.83 -0.13
H 2.20 2.91 1.60
```

Output
Electronic energy in eV: -47790.508
SMILES: CCOCCCNC(=S)Nc1cc(OCC)c(NC(=O)c2ccco2)cc1OCC
Frontier orbital gap in eV: 8.0
LUMO in eV: 0.724

Population analysis type Mulliken, resulting atomic charges in e:
1. C -1.327
2. C -0.361
3. O -0.086
4. C -0.672
5. C -0.279
6. C -1.082
7. N -0.089
8. C 0.307
9. S -0.498
10. N -0.050
11. C -0.918
12. C 0.218
13. C 0.918
14. O -0.494
15. C -0.499
16. C -1.058
17. C -0.738
18. N -0.162
19. C 0.453
20. O -0.739
21. C 0.193
22. C -0.495
23. C -0.456
24. C -0.463
25. O -0.334
26. C -0.384
27. C 0.740
28. O -0.286
29. C -0.485
30. C -1.283
31. H 0.336
32. H 0.412
33. H 0.309
34. H 0.307
35. H 0.391
36. H 0.358
37. H 0.394
38. H 0.204
39. H 0.324
40. H 0.426
41. H 0.341
42. H 0.288
43. H 0.086
44. H 0.054
45. H 0.386
46. H 0.331
47. H 0.365
48. H 0.325
49. H 0.318
50. H 0.442
51. H 0.534
52. H 0.453
53. H 0.455
54. H 0.838
55. H 0.405
56. H 0.401
57. H 0.495
58. H 0.116
59. H 0.314

***

Record 3
Below is the molecule C21H29N3OS, with properties calculated with the ωB97M-V functional and the def2-TZVPD basis.

The geometry in XYZ format:
```
55
Properties=species:S:1:pos:R:3
C -2.18 -2.29 0.59
C -1.14 -3.12 -0.15
C -0.86 -4.44 0.59
C 0.20 -2.42 -0.38
O 0.81 -2.53 -1.43
N 0.65 -1.70 0.67
C 1.95 -1.05 0.73
C 3.06 -2.09 0.67
C 2.12 -0.01 -0.41
C 3.42 0.72 -0.25
C 4.35 0.97 -1.21
C 5.44 1.74 -0.74
C 5.33 2.07 0.57
S 3.89 1.45 1.26
N 1.06 0.97 -0.57
C 0.48 1.51 0.64
C -0.31 2.78 0.30
N -1.35 2.49 -0.66
C -2.58 2.02 -0.22
C -3.19 2.59 0.90
C -4.43 2.18 1.33
C -5.12 1.19 0.66
C -4.55 0.63 -0.47
C -3.30 1.03 -0.90
C -0.74 1.94 -1.85
C 0.03 0.65 -1.54
H -1.93 -2.17 1.65
H -3.15 -2.78 0.54
H -2.28 -1.29 0.16
H -1.52 -3.36 -1.15
H -0.45 -4.24 1.58
H -1.78 -5.01 0.70
H -0.14 -5.03 0.03
H 0.10 -1.71 1.52
H 1.99 -0.52 1.69
H 4.04 -1.61 0.75
H 2.96 -2.80 1.50
H 3.01 -2.63 -0.27
H 2.18 -0.57 -1.35
H 4.26 0.61 -2.22
H 6.28 2.03 -1.36
H 6.01 2.63 1.18
H 1.27 1.75 1.35
H -0.22 0.80 1.13
H -0.72 3.21 1.21
H 0.38 3.51 -0.15
H -2.69 3.38 1.44
H -4.87 2.64 2.21
H -6.10 0.87 1.00
H -5.07 -0.14 -1.02
H -2.89 0.55 -1.78
H -1.49 1.77 -2.62
H -0.03 2.68 -2.23
H 0.50 0.26 -2.44
H -0.68 -0.11 -1.17
```

Output
Electronic energy in eV: -39601.226
SMILES: CC(C)C(=O)N[C@@H](C)[C@H](c1cccs1)N1CCN(c2ccccc2)CC1
Frontier orbital gap in eV: 8.1
LUMO in eV: 0.570

Population analysis type Mulliken, resulting atomic charges in e:
1. C -1.533
2. C 0.445
3. C -1.509
4. C 0.212
5. O -0.674
6. N 0.366
7. C -0.360
8. C -1.779
9. C -0.746
10. C -0.216
11. C -0.571
12. C -0.512
13. C -0.601
14. S -0.085
15. N 0.411
16. C 0.207
17. C -1.748
18. N 0.106
19. C 0.995
20. C -0.306
21. C -0.701
22. C -0.556
23. C -0.637
24. C -0.263
25. C -1.643
26. C 0.630
27. H 0.276
28. H 0.488
29. H 0.313
30. H 0.382
31. H 0.297
32. H 0.435
33. H 0.390
34. H 0.368
35. H 0.749
36. H 0.451
37. H 0.392
38. H 0.377
39. H 0.788
40. H 0.494
41. H 0.421
42. H 0.475
43. H 0.496
44. H -0.002
45. H 0.406
46. H 0.366
47. H 0.337
48. H 0.377
49. H 0.406
50. H 0.392
51. H 0.182
52. H 0.548
53. H 0.445
54. H 0.520
55. H -0.502

***

Record 4
Below is a cluster of 3 separate species, C21H29N4O4 in total in a non-equilibrium geometry, with properties calculated with the ωB97M-V functional and the def2-TZVPD basis.

The geometry in XYZ format:
```
58
Properties=species:S:1:pos:R:3
N -1.21 1.09 1.57
C -1.27 -0.02 0.98
N -1.41 -0.12 -0.45
N -1.20 -1.24 1.68
C -0.69 -1.13 3.05
C 0.78 -0.80 3.09
C 1.62 -1.81 2.33
C 1.93 -1.44 0.88
C 2.44 0.00 0.65
C 3.97 0.18 0.63
C 4.47 -0.30 -0.73
N 3.19 -0.54 -1.50
C 2.16 0.31 -0.85
H -1.24 1.83 0.87
H -0.78 -0.85 -0.76
H -2.35 -0.49 -0.61
H -2.12 -1.66 1.68
H -0.81 -2.10 3.51
H -1.26 -0.41 3.64
H 1.05 -0.87 4.13
H 0.95 0.22 2.81
H 2.53 -2.03 2.87
H 1.07 -2.74 2.29
H 1.08 -1.63 0.25
H 2.73 -2.10 0.56
H 1.98 0.80 1.20
H 4.52 -0.15 1.50
H 4.09 1.25 0.57
H 5.14 -1.15 -0.74
H 4.97 0.46 -1.30
H 3.37 -0.29 -2.47
H 2.98 -1.54 -1.53
H 1.18 0.09 -1.21
H 2.52 1.32 -1.01
C -1.34 5.90 2.06
C -1.24 4.72 1.46
C -1.59 4.56 0.03
O -1.50 3.48 -0.53
C -2.06 5.75 -0.71
C -2.16 6.94 -0.11
C -1.81 7.11 1.32
O -1.90 8.18 1.87
H -1.09 6.05 3.10
H -0.90 3.83 1.98
H -2.31 5.61 -1.75
H -2.50 7.82 -0.63
C -2.17 -5.76 -2.78
C -1.39 -5.03 -1.98
C -1.33 -3.56 -2.11
O -0.62 -2.89 -1.38
C -2.16 -2.92 -3.16
C -2.94 -3.65 -3.96
C -3.00 -5.13 -3.83
O -3.70 -5.79 -4.56
H -2.23 -6.84 -2.69
H -0.78 -5.47 -1.20
H -2.10 -1.84 -3.24
H -3.55 -3.21 -4.74
```

Output
Electronic energy in eV: -36389.177
Frontier orbital gap in eV: 7.8
Total charge: +1
LUMO in eV: -3.871

Population analysis type Mulliken, resulting atomic charges in e:
1. N -0.540
2. C 0.325
3. N -0.359
4. N -0.104
5. C -1.127
6. C -0.579
7. C -1.434
8. C -0.744
9. C 0.631
10. C -1.107
11. C -0.712
12. N -0.129
13. C -1.078
14. H 0.208
15. H -0.068
16. H 0.323
17. H 0.300
18. H 0.495
19. H 0.403
20. H 0.411
21. H 0.365
22. H 0.415
23. H 0.478
24. H 0.240
25. H 0.654
26. H 0.858
27. H 0.396
28. H 0.351
29. H 0.382
30. H 0.402
31. H 0.380
32. H 0.360
33. H 0.398
34. H 0.360
35. C -0.519
36. C -0.250
37. C 0.700
38. O -0.568
39. C -0.427
40. C -0.388
41. C 0.260
42. O -0.519
43. H 0.429
44. H 0.398
45. H 0.413
46. H 0.410
47. C -0.379
48. C -0.399
49. C 0.253
50. O -0.394
51. C -0.229
52. C -0.427
53. C 0.300
54. O -0.509
55. H 0.410
56. H 0.411
57. H 0.454
58. H 0.417

***

- Which of these has the lowest frontier orbital gap?
  C21H29N4O4

***

- The lowest LUMO belongs to which entry?
  C21H29N4O4